(1)
Entry from OMol25: a structure of composition C11H18N3O6PPt at a distorted geometry (wB97M-V/def2-TZVPD).

Structure (XYZ):
```
40
Properties=species:S:1:pos:R:3:mulliken_spin:R:1
O -1.821 -3.235 0.134 -0.01
C -0.860 -3.119 -0.486 0.10
Pt 0.661 -2.648 -1.722 0.93
O 0.776 -5.403 -3.283 -0.01
C 0.648 -4.394 -2.748 0.11
C 2.223 -1.864 -2.728 0.18
O 2.946 -1.074 -3.147 0.00
C 2.007 -3.358 -0.381 0.20
O 2.625 -3.466 0.585 0.00
C -0.581 -1.713 -3.005 0.13
O -1.415 -1.159 -3.575 0.00
C -2.232 1.790 -0.894 0.00
N -0.956 1.062 -1.023 0.02
C -0.176 1.604 -2.153 0.00
P 0.024 0.561 0.273 0.00
O 1.190 -0.148 -0.391 0.22
N 0.660 1.960 1.000 0.10
C 2.086 2.269 1.076 0.00
C -0.119 2.717 1.969 0.00
N -0.574 -0.499 1.449 0.02
C 0.466 -1.107 2.293 -0.01
C -1.866 -0.484 2.163 0.00
H -2.596 2.037 -1.901 0.00
H -2.081 2.749 -0.376 0.00
H -2.998 1.179 -0.400 0.00
H 0.387 2.502 -1.867 0.00
H 0.516 0.863 -2.553 0.00
H -0.903 1.854 -2.926 0.00
H 2.647 1.724 0.303 0.00
H 2.207 3.362 0.930 0.00
H 2.506 2.003 2.068 0.01
H 0.158 3.783 1.926 0.01
H -1.195 2.634 1.743 0.00
H 0.054 2.344 2.997 0.00
H 1.368 -1.337 1.720 0.00
H 0.725 -0.453 3.139 0.00
H 0.062 -2.049 2.686 0.00
H -1.942 0.408 2.806 0.00
H -2.704 -0.544 1.459 0.00
H -1.922 -1.351 2.840 0.00
```

Results
LUMO (spin up / spin down): -8.3 / -10.5 eV
relative energy (zero: lowest compared OMol25 entry of this formula, charge and spin): 58.6 kcal per mole
Kohn-Sham gap (spin up / spin down): 6.36 / 3.86 eV
spin multiplicity: 3
net charge: +2


(2)
Entry from OMol25: the molecule C10H13N3 at a distorted geometry (wB97M-V/def2-TZVPD).

Structure (XYZ):
```
26
Properties=species:S:1:pos:R:3:nbo_charge:R:1
C 1.102 -1.758 -1.688 -0.25
C 0.241 -2.534 0.423 -0.06
C 1.550 -1.897 0.684 -0.45
C 1.195 -0.713 -0.439 -0.02
C -0.825 -1.359 0.485 -0.22
C -0.335 1.178 0.127 0.41
C -1.708 1.562 0.538 -0.28
C -1.947 2.886 0.746 -0.18
C -0.817 3.720 0.397 -0.28
C 0.396 3.398 0.122 0.02
H 2.039 -2.172 -1.979 0.20
H 0.443 -1.231 -2.422 0.19
H -0.468 -2.889 -1.571 0.35
H -0.233 -3.247 1.097 0.22
H 2.020 -1.656 1.662 0.23
H 2.223 -2.521 0.286 0.20
H 2.036 -0.071 -0.684 0.24
H -1.196 -1.131 1.477 0.20
H -1.621 -1.644 -0.195 0.18
H -2.428 0.722 0.727 0.22
H -2.914 3.424 0.789 0.23
H -0.969 4.825 0.537 0.20
H 1.259 4.097 0.055 0.21
N 0.407 -2.859 -1.106 -0.63
N -0.048 -0.191 0.074 -0.45
N 0.596 2.063 -0.144 -0.49
```

Results
LUMO: 0.9 eV
SMILES string: c1ccc(N2C[C@@H]3C[C@H]2CN3)nc1
relative energy (zero: lowest compared OMol25 entry of this formula, charge and spin): 67.8 kcal per mole
Kohn-Sham gap: 8.69 eV
net charge: 0


(3)
Entry from OMol25: a structure of composition C26H28BrCl2N4O7PS2Ta (wB97M-V/def2-TZVPD).

Structure (XYZ):
```
72
Properties=species:S:1:pos:R:3:lowdin_charge:R:1
Ta 0.526 0.690 -0.125 1.20
Br -4.497 3.948 5.910 0.75
C -5.242 2.512 4.934 -0.69
C -5.606 1.350 5.596 -0.11
C -6.159 0.303 4.875 -0.02
C -6.290 0.409 3.499 -0.28
C -5.956 1.588 2.845 -0.03
C -5.434 2.648 3.568 -0.12
N -6.894 -0.693 2.797 0.10
N -6.298 -1.268 1.880 0.09
C -4.939 -0.936 1.546 -0.22
C -3.924 -1.130 2.438 0.01
C -2.592 -0.878 2.059 0.04
C -2.312 -0.436 0.798 -0.27
O -1.019 -0.149 0.477 -0.40
C -3.336 -0.264 -0.173 -0.17
N -3.003 0.154 -1.421 0.09
C -3.969 0.299 -2.292 -0.12
C -5.329 0.047 -2.014 -0.03
C -5.676 -0.373 -0.764 0.01
C -4.666 -0.539 0.212 -0.09
H -5.474 1.270 6.666 0.11
H -6.475 -0.603 5.374 0.12
H -6.118 1.689 1.780 0.12
H -5.181 3.576 3.075 0.10
H -4.139 -1.462 3.444 0.13
H -1.784 -1.012 2.765 0.13
H -3.677 0.627 -3.285 0.11
H -6.070 0.180 -2.789 0.11
H -6.705 -0.590 -0.507 0.12
O 2.943 -2.286 -1.217 -0.21
Cl 2.513 -1.499 -0.138 0.74
O 3.296 -1.607 1.020 -0.22
O 2.490 -0.027 -0.581 -0.60
O 1.082 -1.676 0.158 -0.40
C -2.396 4.555 -2.856 -0.05
C -1.070 4.571 -3.584 -0.39
C -0.515 5.955 -3.824 -0.03
O -0.057 3.748 -2.884 -0.28
P 0.226 3.641 -1.353 -0.02
S 1.908 2.580 -1.151 0.45
S -1.130 2.496 -0.386 0.46
O 0.274 5.116 -0.862 -0.27
C 0.280 5.698 0.504 -0.39
C 1.111 4.884 1.466 -0.07
C -1.153 5.895 0.941 -0.04
H -3.130 5.089 -3.460 0.10
H -2.329 5.066 -1.893 0.07
H -2.756 3.539 -2.698 0.06
H -1.162 4.039 -4.530 0.15
H -0.434 6.517 -2.894 0.08
H -1.187 6.493 -4.494 0.10
H 0.466 5.903 -4.294 0.09
H 0.754 6.662 0.324 0.15
H 0.664 3.909 1.658 0.03
H 1.159 5.418 2.415 0.10
H 2.129 4.747 1.103 0.08
H -1.642 4.938 1.132 0.06
H -1.718 6.448 0.192 0.08
H -1.166 6.471 1.867 0.10
Cl 1.282 1.144 1.998 0.16
C -0.266 -1.447 -4.648 -0.02
C -0.781 -1.990 -3.484 -0.02
C -0.550 -1.347 -2.286 -0.13
N 0.170 -0.216 -2.194 -0.08
C 0.670 0.304 -3.331 -0.12
C 0.468 -0.274 -4.565 -0.02
H -0.428 -1.932 -5.602 0.12
H -1.356 -2.905 -3.489 0.12
H -0.936 -1.752 -1.364 0.11
H 1.251 1.208 -3.236 0.06
H 0.898 0.188 -5.442 0.12
```

Results
LUMO: -4.1 eV
relative energy (zero: lowest compared OMol25 entry of this formula, charge and spin): 0.0 kcal per mole
Kohn-Sham gap: 6.45 eV
net charge: +1


(4)
Entry from OMol25: the molecule C3H6N2OS at a distorted geometry (wB97M-V/def2-TZVPD).

Structure (XYZ):
```
13
Properties=species:S:1:pos:R:3:nbo_charge:R:1
C 0.885 -0.783 -0.165 -0.23
C 1.235 0.642 0.210 -0.23
C -1.070 0.466 -0.007 0.25
H -2.237 -1.433 -0.134 0.49
H 0.873 -0.856 -1.265 0.20
H 1.361 -1.599 0.402 0.23
H 2.156 0.980 -0.256 0.22
H 1.392 0.668 1.310 0.19
H -0.052 2.316 -0.033 0.41
N -0.533 -0.739 0.252 -0.14
N 0.009 1.349 -0.168 -0.59
O -1.310 -1.807 -0.142 -0.56
S -2.708 0.796 -0.007 -0.23
```

Results
LUMO: 0.8 eV
SMILES string: ON1CCNC1=S
relative energy (zero: lowest compared OMol25 entry of this formula, charge and spin): 56.2 kcal per mole
Kohn-Sham gap: 9.50 eV
net charge: 0